{"formula": "C66H53AsInN6PS", "method": "ωB97M-V/def2-TZVPD", "homo_energy_ev": -12.20, "molar_mass_g_mol": 1182.97, "total_charge": 2, "energy_ev": -164370.564, "lumo_energy_ha": -0.189, "species": ["In", "C", "N", "C", "N", "C", "C", "C", "C", "C", "C", "C", "C", "C", "C", "C", "C", "C", "C", "P", "C", "N", "C", "C", "N", "C", "C", "C", "C", "C", "C", "C", "C", "C", "C", "C", "C", "C", "C", "N", "C", "C", "N", "C", "C", "C", "C", "C", "C", "C", "C", "C", "C", "C", "C", "C", "H", "H", "H", "H", "H", "H", "H", "H", "H", "H", "H", "H", "H", "H", "H", "H", "H", "H", "H", "H", "H", "H", "H", "H", "H", "H", "H", "H", "H", "H", "H", "H", "H", "H", "H", "H", "H", "H", "H", "S", "C", "C", "C", "C", "C", "C", "As", "C", "C", "C", "C", "C", "C", "C", "C", "C", "C", "C", "C", "H", "H", "H", "H", "H", "H", "H", "H", "H", "H", "H", "H", "H", "H"], "positions_angstrom": [[0.0559, 0.0375, 0.3742], [-2.1932, -4.5011, -2.1214], [-1.0942, -3.7558, -1.5183], [-1.2140, -2.5887, -0.8385], [-0.0008, -2.1186, -0.5345], [0.9149, -3.0246, -1.0043], [0.2402, -4.0552, -1.6289], [0.7561, -5.2447, -2.3217], [1.6813, -5.1066, -3.3539], [2.1561, -6.2282, -4.0135], [1.7188, -7.4927, -3.6440], [0.8049, -7.6373, -2.6103], [0.3230, -6.5182, -1.9507], [2.3696, -3.0087, -0.7748], [3.1823, -1.9317, -1.1178], [4.5584, -2.0270, -0.9602], [5.1314, -3.1793, -0.4461], [4.3256, -4.2481, -0.0840], [2.9554, -4.1654, -0.2535], [-2.8787, -1.9962, -0.4056], [-2.5601, -1.5280, 1.3159], [-1.4126, -1.0506, 1.7739], [-1.5375, -0.8998, 3.1311], [-2.8221, -1.2552, 3.4913], [-3.4453, -1.6534, 2.3322], [-4.7872, -2.2058, 2.2340], [-3.4291, -1.3050, 4.8267], [-2.7304, -1.9212, 5.8658], [-3.2573, -1.9355, 7.1457], [-4.4801, -1.3299, 7.4012], [-5.1846, -0.7258, 6.3704], [-4.6646, -0.7139, 5.0858], [-0.4015, -0.5076, 3.9722], [-0.5324, 0.4164, 5.0045], [0.5635, 0.7321, 5.7897], [1.7854, 0.1084, 5.5742], [1.9200, -0.8160, 4.5491], [0.8346, -1.1105, 3.7369], [-2.7384, -0.3614, -1.1805], [-1.6916, 0.4604, -1.1658], [-2.0364, 1.5537, -1.9212], [-3.3051, 1.3594, -2.4304], [-3.7293, 0.1499, -1.9492], [-5.0153, -0.4750, -2.2240], [-4.1002, 2.2435, -3.2939], [-4.2831, 3.5777, -2.9338], [-5.0145, 4.4228, -3.7516], [-5.5646, 3.9433, -4.9324], [-5.3754, 2.6203, -5.3031], [-4.6471, 1.7702, -4.4865], [-1.2422, 2.7600, -2.2341], [-0.9035, 2.9969, -3.5664], [-0.3735, 4.2188, -3.9452], [-0.1744, 5.2149, -2.9978], [-0.4939, 4.9786, -1.6688], [-1.0325, 3.7580, -1.2856], [-2.8173, -3.8334, -2.7117], [-2.8050, -4.9794, -1.3583], [-1.7843, -5.2629, -2.7766], [2.0238, -4.1190, -3.6375], [2.8659, -6.1176, -4.8223], [2.0935, -8.3676, -4.1580], [0.4665, -8.6219, -2.3163], [-0.3691, -6.6324, -1.1241], [2.7440, -1.0450, -1.5637], [5.1998, -1.2131, -1.2647], [6.2054, -3.2487, -0.3363], [4.7640, -5.1492, 0.3233], [2.3293, -5.0028, 0.0249], [-5.0077, -2.7757, 3.1335], [-4.8441, -2.8647, 1.3716], [-5.5345, -1.4199, 2.1310], [-1.7781, -2.3934, 5.6601], [-2.7110, -2.4154, 7.9466], [-4.8822, -1.3254, 8.4054], [-6.1363, -0.2516, 6.5694], [-5.2070, -0.2170, 4.2903], [-1.4866, 0.8961, 5.1804], [0.4647, 1.4589, 6.5852], [2.6285, 0.3309, 6.2153], [2.8597, -1.3318, 4.3956], [0.9218, -1.8647, 2.9597], [-5.7456, 0.2961, -2.4522], [-5.3506, -1.0347, -1.3554], [-4.9424, -1.1499, -3.0765], [-3.8556, 3.9464, -2.0103], [-5.1612, 5.4567, -3.4696], [-6.1385, 4.6030, -5.5694], [-5.7919, 2.2503, -6.2305], [-4.4734, 0.7440, -4.7883], [-1.0884, 2.2335, -4.3125], [-0.1369, 4.4007, -4.9859], [0.2250, 6.1751, -3.2983], [-0.3382, 5.7533, -0.9281], [-1.3433, 3.5974, -0.2619], [-0.6647, 2.0287, 1.6145], [0.5939, 3.2536, 1.4190], [0.2744, 4.4827, 2.0078], [1.1284, 5.5630, 1.9192], [2.3216, 5.4425, 1.2164], [2.6480, 4.2303, 0.6449], [1.8050, 3.1168, 0.7370], [2.5512, 1.4281, 0.1185], [4.1942, 1.5051, 1.1830], [4.1068, 1.1566, 2.5234], [5.1799, 1.3966, 3.3664], [6.3357, 1.9838, 2.8730], [6.4142, 2.3373, 1.5334], [5.3472, 2.0954, 0.6800], [3.1709, 1.7479, -1.6856], [4.2506, 0.9907, -2.1383], [4.7016, 1.1217, -3.4393], [4.0841, 2.0275, -4.2915], [3.0195, 2.7916, -3.8385], [2.5447, 2.6416, -2.5424], [-0.6667, 4.5644, 2.5377], [0.8657, 6.4960, 2.4003], [2.9971, 6.2826, 1.1295], [3.5862, 4.1412, 0.1129], [3.1956, 0.7196, 2.9095], [5.1082, 1.1370, 4.4149], [7.1780, 2.1610, 3.5280], [7.3041, 2.8161, 1.1468], [5.4237, 2.3795, -0.3616], [4.7528, 0.3285, -1.4457], [5.5357, 0.5279, -3.7894], [4.4438, 2.1423, -5.3054], [2.5584, 3.5151, -4.4950], [1.7165, 3.2421, -2.1901]], "atomic_forces_ev_per_a": [[-0.4, 0.1, 0.0], [-0.2, -0.1, 0.0], [0.2, 0.2, 0.2], [-0.1, -0.5, -0.2], [0.0, 0.7, 0.1], [0.0, -0.4, -0.1], [0.1, 0.3, 0.1], [-0.1, -0.1, 0.0], [0.0, 0.1, 0.0], [0.0, 0.0, 0.0], [0.0, 0.0, 0.0], [0.0, 0.0, 0.0], [0.1, 0.1, 0.0], [0.1, 0.0, 0.1], [-0.1, -0.1, -0.1], [0.0, -0.1, 0.0], [0.0, 0.0, 0.0], [0.0, 0.0, 0.0], [-0.1, 0.1, 0.1], [0.3, 0.4, 0.0], [-0.1, 0.0, 0.0], [0.3, 0.0, 0.0], [-0.3, 0.1, -0.1], [0.4, 0.0, 0.0], [0.1, -0.1, -0.1], [-0.2, -0.1, 0.0], [-0.1, 0.0, 0.1], [-0.1, -0.1, -0.1], [0.0, 0.0, 0.0], [0.0, 0.0, 0.0], [0.0, 0.0, 0.0], [0.1, 0.0, 0.0], [0.2, 0.0, 0.0], [0.0, 0.0, -0.1], [0.0, 0.0, 0.1], [0.0, 0.0, 0.0], [0.0, 0.0, 0.0], [-0.1, 0.0, 0.0], [-0.2, -0.1, -0.3], [0.3, -0.1, 0.3], [-0.2, 0.0, -0.3], [0.3, 0.1, 0.1], [0.2, 0.0, 0.1], [-0.2, -0.1, -0.1], [-0.1, 0.0, -0.1], [0.0, 0.0, 0.0], [0.0, 0.0, 0.0], [0.0, 0.0, 0.0], [0.0, -0.1, 0.0], [0.1, 0.1, 0.1], [0.1, 0.0, 0.0], [0.1, 0.0, 0.0], [0.0, 0.0, -0.1], [0.1, 0.0, 0.0], [0.1, 0.0, 0.0], [-0.1, 0.1, -0.1], [0.0, 0.0, 0.0], [0.0, 0.0, 0.0], [0.1, 0.0, 0.0], [0.0, 0.0, 0.0], [0.0, 0.0, 0.0], [0.0, 0.0, 0.0], [0.0, 0.0, 0.0], [0.0, 0.0, 0.0], [0.0, -0.1, 0.0], [0.1, -0.4, 0.1], [0.0, 0.0, 0.0], [0.0, 0.0, 0.0], [0.0, 0.0, 0.0], [0.0, 0.0, 0.0], [0.0, 0.0, 0.0], [0.1, 0.0, 0.0], [0.0, 0.0, 0.0], [0.0, 0.0, 0.0], [0.0, 0.0, 0.0], [0.0, 0.0, 0.0], [0.0, 0.0, 0.0], [0.0, 0.0, 0.0], [0.0, 0.0, 0.0], [0.0, 0.0, 0.0], [0.0, 0.0, 0.0], [0.0, 0.0, 0.0], [0.0, 0.0, 0.0], [0.0, 0.0, 0.0], [0.0, 0.0, 0.0], [0.0, 0.0, 0.0], [0.0, 0.0, 0.0], [0.0, 0.0, 0.0], [0.0, 0.0, 0.0], [0.0, 0.0, 0.0], [0.0, 0.0, 0.0], [0.0, 0.0, 0.0], [0.0, 0.0, 0.0], [0.0, 0.0, 0.0], [0.0, 0.0, -0.1], [0.3, -0.5, 0.1], [0.0, -0.1, 0.0], [0.0, 0.0, -0.1], [0.0, 0.0, 0.0], [0.0, 0.1, 0.0], [0.0, -0.1, -0.1], [0.1, 0.2, 0.0], [-0.3, 0.4, 0.1], [-0.3, -0.3, -0.1], [-0.1, 0.0, -0.1], [0.0, 0.0, 0.1], [0.0, 0.0, -0.1], [0.0, 0.0, 0.0], [0.0, 0.0, -0.1], [0.0, -0.2, 0.0], [0.0, 0.1, 0.2], [0.0, 0.0, 0.0], [0.0, 0.0, 0.0], [0.0, 0.0, 0.0], [0.0, 0.1, 0.1], [0.0, 0.1, 0.0], [0.0, 0.0, 0.0], [0.0, 0.0, 0.0], [0.1, 0.0, 0.0], [0.0, 0.0, 0.1], [0.0, 0.0, 0.0], [0.0, 0.0, 0.0], [0.0, 0.0, 0.0], [0.0, 0.0, 0.0], [-0.1, 0.3, -0.2], [0.0, 0.0, 0.0], [0.0, 0.0, 0.0], [-0.1, 0.0, 0.0], [-0.1, 0.1, 0.0]]}